No. 1
This record from the Open Molecules 2025 dataset describes a single C3H9N3O molecule in a non-equilibrium geometry. The level of theory is wB97M-V/def2-TZVPD.

Summary:
- E_HOMO: -8.1 eV
- Kohn-Sham gap: 0.336 Eh
- SMILES: N/C=C\C(N)(N)O
- Net charge: 0
- LUMO: 0.9994 eV

The geometry in XYZ format:
```
16
C3H9N3O, DFT wB97M-V/def2-TZVPD
N -0.98701 0.17157 2.02090
C -1.52797 0.50622 0.81075
C -0.91352 0.45411 -0.38072
C 0.46560 -0.04215 -0.63338
N 0.90979 -0.99157 0.36038
N 0.59505 -0.55898 -1.95414
O 1.52903 1.08129 -0.46143
H -0.12839 -0.36399 1.95119
H -1.62173 -0.10194 2.75169
H -2.55067 0.86288 0.85602
H -1.43604 0.82737 -1.24565
H 1.93677 -0.91003 0.33469
H 0.61077 -1.92348 0.09421
H 1.57266 -0.71380 -2.17631
H 0.20926 0.07680 -2.64011
H 1.33641 1.62570 0.31191
```

---

No. 2
This record from the Open Molecules 2025 dataset describes 2 unconnected molecules or ions with the total composition C3H9N3O in a non-equilibrium geometry. The level of theory is wB97M-V/def2-TZVPD.

Summary:
- E_HOMO: -9.2 eV
- Kohn-Sham gap: 0.373 Eh
- SMILES: C=N[C@H](N)O.C=N
- Net charge: 0
- LUMO: 0.9341 eV

The geometry in XYZ format:
```
16
C3H9N3O, DFT wB97M-V/def2-TZVPD
C 2.24709 -0.41778 -0.23206
N 1.06600 -0.31799 0.17366
C 0.15784 -1.50164 0.16743
N -1.00799 -1.19615 -0.58854
O -0.15469 -1.76189 1.50151
H 2.69726 -1.36539 -0.54357
H 2.84831 0.47606 -0.35205
H 0.68922 -2.38109 -0.23103
H -1.31955 -0.11698 -0.32063
H -0.83664 -1.30544 -1.58019
H -0.90640 -1.19621 1.72580
C -1.36757 2.53369 -0.03089
N -1.03552 1.37782 0.31490
H -0.67338 3.36804 -0.17556
H -2.42206 2.77146 -0.15290
H 0.01808 1.03350 0.32411
```

---

No. 3
This record from the Open Molecules 2025 dataset describes a molecular structure, C3H9N3O2 in a non-equilibrium geometry. The level of theory is wB97M-V/def2-TZVPD.

Summary:
- E_HOMO: -8.4 eV
- Kohn-Sham gap: 0.322 Eh
- Net charge: 0
- LUMO: 0.3143 eV

The geometry in XYZ format:
```
17
C3H9N3O2, DFT wB97M-V/def2-TZVPD
C 0.12407 1.44946 0.12802
C -0.49952 -0.72700 1.36775
N -0.05865 0.44834 -1.33490
C 0.45058 0.01840 0.42378
N 0.86090 -0.32423 -2.09975
N -0.82773 -2.05717 0.86195
O -1.00891 2.01659 0.59402
O 1.70147 -0.24692 0.49523
H -0.81178 2.85231 1.04695
H -1.03166 0.21936 -1.53040
H 0.95890 2.12112 -0.06366
H 1.72186 -0.45163 -1.55090
H 1.15523 0.20811 -2.91887
H 0.04465 -2.53403 0.63623
H -1.33796 -1.96146 -0.01577
H -0.00918 -0.81841 2.34112
H -1.43225 -0.21282 1.61918
```

---

No. 4
This record from the Open Molecules 2025 dataset describes 2 unconnected molecules or ions with the total composition C3H9N3O3 in a non-equilibrium geometry. The level of theory is wB97M-V/def2-TZVPD.

Summary:
- E_HOMO: -8.6 eV
- Kohn-Sham gap: 0.330 Eh
- SMILES: CN=C(N)N.O=C(O)O
- Net charge: 0
- LUMO: 0.3846 eV

The geometry in XYZ format:
```
18
C3H9N3O3, DFT wB97M-V/def2-TZVPD
C -1.10554 -1.70904 -0.86047
N -1.07582 -0.89842 0.33487
C -0.87591 0.38398 0.24109
N -0.84753 1.16843 -0.87930
N -1.18328 1.14862 1.33331
H -0.35500 -1.41233 -1.60000
H -2.10655 -1.65170 -1.30444
H -0.92308 -2.75242 -0.59017
H -0.76949 0.65836 -1.74812
H -1.60488 1.84156 -0.90154
H -1.10910 0.57630 2.17058
H -0.57779 1.95550 1.40208
O 1.84381 -1.38822 0.82087
C 1.82439 -0.17280 0.61530
O 1.98068 0.76425 1.56297
O 2.24100 0.35876 -0.55929
H 2.19967 1.56561 1.05407
H 2.44443 -0.43643 -1.09183
```

---

No. 5
This record from the Open Molecules 2025 dataset describes a gas-phase ion, C3H9N3P (charge +1) in a non-equilibrium geometry. The level of theory is wB97M-V/def2-TZVPD.

Summary:
- E_HOMO: -14.7 eV
- Kohn-Sham gap: 0.389 Eh
- SMILES: C1C[N@@H+]2NCN1P2
- Net charge: +1
- LUMO: -4.0878 eV

The geometry in XYZ format:
```
16
C3H9N3P, DFT wB97M-V/def2-TZVPD
C 0.36230 -1.25158 -0.43884
C -0.90224 -0.91525 0.40155
N -0.60689 0.53858 0.88183
N -0.79820 1.27268 -0.29871
C 0.39314 0.88433 -1.17523
N 1.10888 -0.06032 -0.43365
P 1.25232 0.50995 1.17656
H 0.85559 -1.97734 0.10026
H 0.28162 -1.46446 -1.48802
H -1.85966 -0.89230 0.05342
H -0.85567 -1.50771 1.38268
H -1.14053 0.98272 1.60320
H -0.65166 2.26012 -0.21084
H -0.09514 0.68222 -2.10243
H 1.07462 1.82147 -1.24286
H 1.58151 -0.88311 1.79107
```

---

No. 6
This record from the Open Molecules 2025 dataset describes a gas-phase ion, C3H9N4 (charge +1) in a non-equilibrium geometry. The level of theory is wB97M-V/def2-TZVPD.

Summary:
- E_HOMO: -14.2 eV
- Kohn-Sham gap: 0.403 Eh
- SMILES: [H]/N=C1/NC[N@@H+](C)N1
- Net charge: +1
- LUMO: -3.2334 eV

The geometry in XYZ format:
```
16
C3H9N4, DFT wB97M-V/def2-TZVPD
H -3.35859 -0.12913 -0.17173
N -2.69659 0.62023 -0.07715
C -1.49385 0.49754 -0.20655
N -0.47791 1.36834 -0.05712
C 0.75786 0.90882 -0.62272
N 0.71089 -0.56589 -0.34897
C 1.18281 -0.89087 1.02006
N -0.62769 -0.91320 -0.62906
H -0.68324 2.35559 -0.01810
H 0.81176 1.05392 -1.71411
H 1.62100 1.37238 -0.13988
H 1.32277 -1.05691 -1.01984
H 0.57981 -0.34546 1.74645
H 1.08224 -1.96086 1.19685
H 2.22794 -0.61142 1.13083
H -0.95921 -1.70307 -0.08897
```

---

No. 7
This record from the Open Molecules 2025 dataset describes a gas-phase ion, C3H9N4 (charge +1) in a non-equilibrium geometry. The level of theory is wB97M-V/def2-TZVPD.

Summary:
- E_HOMO: -13.7 eV
- Kohn-Sham gap: 0.350 Eh
- SMILES: C=CC(=[NH2+])NNN
- Net charge: +1
- LUMO: -4.1690 eV

The geometry in XYZ format:
```
16
C3H9N4, DFT wB97M-V/def2-TZVPD
C 1.10277 -1.96265 0.05530
C 1.52667 -0.72720 -0.04125
C 0.75034 0.58447 -0.02886
N 1.46064 1.68862 0.15824
N -0.50856 0.72771 -0.48101
N -1.36833 -0.37278 -0.50808
N -2.34336 0.16243 0.44083
H 0.13063 -2.21641 0.08160
H 1.84573 -2.84545 -0.06729
H 2.58198 -0.50358 -0.17122
H 2.34829 1.65492 0.59861
H 1.03057 2.57338 -0.04205
H -1.03778 1.57472 -0.23519
H -1.86026 -0.21335 -1.37239
H -2.27724 -0.24630 1.43741
H -3.38207 0.12146 0.17535
```

---

No. 8
This record from the Open Molecules 2025 dataset describes a gas-phase ion, C3H9N4 (charge +1) in a non-equilibrium geometry. The level of theory is wB97M-V/def2-TZVPD.

Summary:
- E_HOMO: -14.7 eV
- Kohn-Sham gap: 0.361 Eh
- SMILES: [H]/N=N/C(NC)=[NH+]/C
- Net charge: +1
- LUMO: -4.9086 eV

The geometry in XYZ format:
```
16
C3H9N4, DFT wB97M-V/def2-TZVPD
H 0.59656 2.97961 2.00244
N 0.51310 2.41375 1.14660
N -0.10586 1.42000 1.48285
C -0.09867 0.45874 0.24726
N -0.52461 -0.76168 0.41189
C -1.04824 -1.25347 1.65028
N 0.62485 0.97463 -0.71183
C 0.90741 0.35973 -1.95194
H -0.07671 -1.31908 -0.29011
H -0.45291 -1.83453 2.30843
H -1.46617 -0.44530 2.15967
H -1.97142 -1.72236 1.48312
H 0.80524 1.93508 -0.63703
H 1.92297 -0.14842 -1.67528
H 1.00262 0.89603 -2.82547
H 0.15067 -0.54817 -2.19590
```

---

No. 9
This record from the Open Molecules 2025 dataset describes 2 unconnected molecules or ions with the total composition C3H9N4 in a non-equilibrium geometry. The level of theory is wB97M-V/def2-TZVPD.

Summary:
- E_HOMO (alpha / beta): -13.0 / -13.0 eV
- Kohn-Sham gap (alpha / beta): 0.296 / 0.297 Eh
- Net charge: +1
- LUMO (alpha / beta): -4.9234 / -4.9208 eV

The geometry in XYZ format:
```
16
C3H9N4, DFT wB97M-V/def2-TZVPD
C 0.94804 -0.84028 -0.40886
C -1.06060 -0.35069 0.65627
C 0.68677 -2.24115 -0.43239
N -3.32688 0.05475 1.13650
N -2.25050 -0.31439 0.68181
N 0.08012 -0.00649 0.05863
N 1.09758 2.64084 -0.08875
H 1.78234 -0.41833 -1.05032
H 0.95536 3.48239 0.49565
H 1.58595 -2.83822 -0.43910
H 0.12569 -2.59667 -1.22845
H 0.13128 -2.32316 0.51946
H -4.04846 -0.59576 0.91728
H 0.89446 2.97915 -0.97529
H 0.32946 1.03158 0.04972
H 2.06939 2.33644 0.10785
```

---

No. 10
This record from the Open Molecules 2025 dataset describes a gas-phase ion, C3H9N4 (charge +1) in a non-equilibrium geometry. The level of theory is wB97M-V/def2-TZVPD.

Summary:
- E_HOMO (alpha / beta): -13.8 / -13.8 eV
- Kohn-Sham gap (alpha / beta): 0.309 / 0.309 Eh
- SMILES: [H]/N=N/C(=[NH2+])CNC
- Net charge: +1
- LUMO (alpha / beta): -5.3801 / -5.3805 eV

The geometry in XYZ format:
```
16
C3H9N4, DFT wB97M-V/def2-TZVPD
H -1.24506 2.36433 -0.61242
N -0.67612 2.01419 0.15504
N -1.11353 0.95846 0.63710
C -0.62060 -0.06064 1.14852
N -1.14552 -0.76113 2.10919
C 0.62539 -0.68239 0.31561
N 1.09808 0.27346 -0.60419
C 0.68112 -0.05764 -1.89351
H -0.88500 -1.74710 2.05615
H -1.81545 -0.26750 2.70202
H 1.32064 -0.75506 1.11328
H 0.31422 -1.64818 -0.04653
H 1.97342 0.70126 -0.36013
H 0.90124 0.66831 -2.56298
H 1.02027 -0.95031 -2.27088
H -0.43312 -0.05006 -1.88625
```

---

For the records above, the corresponding energy above the lowest of the compared OMol25 structures with the same formula, charge and spin values read 24.6; 69.5; 130.6; 33.6; 59.6; 61.3; 80.7; 78.3; 112.1; 91.8 kcal per mole.